1.
Density functional theory data (ωB97M-V/def2-TZVPD) for a structure of composition C59H44F15GeN2O9PS4Ti at a distorted geometry.

The geometry in XYZ format:
```
136
C59H44F15GeN2O9PS4Ti (ωB97M-V/def2-TZVPD)
Ti 0.38936 0.41738 0.06364
O 3.10919 0.95378 2.52076
S 2.59594 1.46047 1.00018
O 1.17228 2.02420 1.11550
O 2.29586 0.11001 0.37643
C 3.45376 -0.39739 2.62318
C 4.79408 -0.71817 2.72915
C 5.19213 -2.04683 2.68102
C 4.25924 -3.06216 2.50259
C 2.91488 -2.74718 2.41898
C 2.51221 -1.42189 2.48794
S 0.79217 -1.05623 2.54750
O 0.64034 0.28702 3.01028
O 0.17144 -2.04955 3.36733
O 0.24844 -1.14388 1.08280
H 5.51454 0.08462 2.82702
H 6.24773 -2.28072 2.74704
H 4.58002 -4.09304 2.42515
H 2.16301 -3.52082 2.29210
O 6.33886 -0.89601 -5.84124
C 6.18438 -1.38420 -4.58839
O 7.10522 -1.91561 -4.03978
C 4.83472 -1.22187 -3.95965
C 4.75415 -1.31091 -2.57487
C 3.53698 -1.21715 -1.92416
C 2.36158 -1.01898 -2.65492
S 0.74575 -1.00974 -1.93586
C 2.44296 -0.94696 -4.04489
C 3.66624 -1.04409 -4.69067
H 5.54808 -0.42635 -6.12349
H 5.67171 -1.47626 -2.02304
H 3.49501 -1.30877 -0.85263
H 1.53033 -0.82766 -4.62087
H 3.67956 -1.02325 -5.77554
N -2.33093 4.01986 5.10494
C -2.25916 3.06389 4.46831
C -2.22456 1.87610 3.65023
C -2.89006 0.71555 4.02286
C -2.88899 -0.35584 3.14998
C -2.25201 -0.22097 1.93454
N -1.57988 0.88490 1.57963
C -1.55573 1.90236 2.43666
H -3.39552 0.65947 4.97845
H -3.37724 -1.28755 3.40320
H -2.27947 -1.01789 1.20027
H -0.97818 2.77577 2.15676
F 1.88926 7.15542 -0.17958
C 0.68585 6.57881 -0.06283
C 0.53634 5.23537 -0.36406
C -0.72005 4.69940 -0.14723
F -0.96447 3.39626 -0.39455
C -1.77557 5.44114 0.33931
F -2.95744 4.86227 0.57575
C -1.59881 6.78515 0.57938
F -2.61164 7.52569 1.00729
C -0.36163 7.36071 0.36737
F -0.19727 8.66435 0.58921
Ge 2.11748 4.11993 -0.85340
S 1.71548 2.15545 -1.70593
C 3.27017 4.61054 0.72998
C 2.69016 4.84209 1.97881
F 1.39290 4.58626 2.20415
C 3.39162 5.35481 3.04974
F 2.79311 5.54121 4.22388
C 4.72154 5.67889 2.89942
F 5.39913 6.20466 3.90927
C 5.34162 5.44976 1.69120
F 6.63491 5.73305 1.54688
C 4.62050 4.92420 0.63936
F 5.29219 4.73744 -0.49487
C 2.96221 4.95703 -2.46715
C 4.04407 4.30231 -3.05160
F 4.59339 3.24475 -2.45335
C 4.57484 4.68139 -4.26448
F 5.61474 4.03450 -4.79410
C 4.00654 5.73318 -4.95432
F 4.49955 6.09758 -6.13338
C 2.90962 6.38260 -4.43454
F 2.33380 7.37150 -5.12420
C 2.40169 5.98414 -3.21381
F 1.30088 6.62041 -2.78675
C -1.05549 1.54748 -3.26829
C -1.75169 1.18034 -2.03113
O -1.10958 0.76829 -1.03350
C -3.20797 1.30871 -1.94375
C -4.01081 1.27339 -3.08688
C -5.38149 1.40726 -2.97501
C -5.96678 1.59280 -1.72676
C -5.17646 1.63933 -0.58569
C -3.80582 1.49385 -0.69504
H -0.26514 2.26306 -3.02060
H -1.71979 1.95012 -4.02305
H -0.51619 0.66157 -3.62210
H -3.57721 1.08664 -4.06139
H -6.00315 1.35964 -3.85985
H -7.04239 1.69755 -1.64444
H -5.62706 1.79059 0.38708
H -3.17174 1.53918 0.17365
C -1.00986 -6.00660 -1.60913
C -0.47323 -4.58029 -1.75110
C 0.89369 -4.51128 -1.03209
C -0.25038 -4.26407 -3.23787
P -1.55192 -3.22801 -0.94318
C -2.04737 -4.20036 0.55568
C -1.09176 -4.19579 1.57214
C -1.27408 -4.90038 2.75621
C -2.43746 -5.62738 2.95530
C -3.41341 -5.62954 1.96615
C -3.22075 -4.92819 0.78161
C -3.13559 -3.05018 -1.97085
C -3.82654 -4.28687 -2.55315
C -2.77092 -2.12020 -3.14368
C -4.09920 -2.27221 -1.06253
H -0.30073 -6.69601 -2.08515
H -1.97939 -6.13750 -2.09802
H -1.11026 -6.29556 -0.56247
H 1.65914 -4.99347 -1.64989
H 0.86089 -5.03360 -0.07355
H 1.20708 -3.47897 -0.85847
H 0.52658 -4.92803 -3.63133
H 0.07675 -3.23245 -3.38423
H -1.15510 -4.43569 -3.82783
H -0.20248 -3.59975 1.44406
H -0.50561 -4.86569 3.52047
H -2.58733 -6.18677 3.87164
H -4.33237 -6.18747 2.11432
H -3.99960 -4.97311 0.03617
H -3.21217 -4.75433 -3.32498
H -4.76712 -3.97665 -3.02452
H -4.06081 -5.04860 -1.81534
H -2.27517 -2.66106 -3.95095
H -2.09623 -1.32574 -2.81708
H -3.68231 -1.66281 -3.54769
H -5.00099 -1.99374 -1.62055
H -3.63103 -1.34659 -0.71928
H -4.40487 -2.84447 -0.18722
```

Its LUMO energy is -2.0 eV. The multiplicity is 1. The energy relative to the best compared isomer or geometry (same formula, charge and spin) comes out at 216.8 kJ/mol.

2.
Density functional theory data (ωB97M-V/def2-TZVPD) for a structure of composition C59H45Cl3IN2O5P2RhS at a distorted geometry.

The geometry in XYZ format:
```
119
C59H45Cl3IN2O5P2RhS (ωB97M-V/def2-TZVPD)
Rh -5.53885 5.84732 20.86042
O -4.90942 3.75762 21.02345
S -4.77776 2.90549 22.29366
C -3.44641 3.53392 23.35108
C -2.86736 2.41526 23.91238
C -2.14932 2.38782 25.10817
C -2.07552 3.61597 25.84847
C -1.68074 3.87160 27.24548
C -2.32326 5.24366 27.55589
C -2.63973 5.85192 26.18095
C -3.06129 7.07697 25.76622
C -3.27074 7.21149 24.37055
C -3.47545 6.18837 23.49870
P -3.56416 6.72210 21.78328
C -3.33987 8.45274 21.61331
C -4.42271 9.26748 22.01637
C -4.53741 10.54120 21.62507
C -3.61042 11.09069 20.74781
C -2.50006 10.36671 20.41967
C -2.32506 9.04768 20.87711
C -2.10831 5.79191 21.13895
C -2.10707 4.87995 20.10449
C -0.90551 4.35015 19.63117
C 0.23338 4.50894 20.38456
C 0.31202 5.46474 21.36036
C -0.86809 6.10276 21.70504
C -3.20738 4.82439 23.93248
C -2.60746 4.77832 25.21617
C -6.29257 3.03152 23.27869
C -6.09165 2.84119 24.60457
C -7.13054 2.67488 25.51322
C -8.37787 2.69167 25.05565
C -9.69142 2.40560 25.70270
C -10.79217 2.85598 24.72072
C -9.99368 2.98154 23.40699
C -10.45222 3.02549 22.09290
C -9.49556 3.45301 21.15139
C -8.09809 3.69719 21.41411
P -7.21109 4.36489 19.98947
C -6.78678 3.08994 18.82770
C -5.69217 2.23351 18.74689
C -5.53503 1.35512 17.70792
C -6.45685 1.26307 16.69643
C -7.59049 2.00319 16.76432
C -7.70183 2.96017 17.77853
C -8.09556 5.64517 19.03399
C -7.41572 6.33393 17.86707
C -8.07227 7.63656 17.41841
C -9.10747 8.14507 18.14671
C -9.65372 7.46080 19.24025
C -9.15918 6.22851 19.66556
C -7.60607 3.31715 22.70031
C -8.62363 3.04292 23.68012
H -2.97869 1.43182 23.43369
H -1.78591 1.41690 25.44362
H -0.57972 3.91622 27.33104
H -2.05339 3.08188 27.86523
H -1.57189 5.86190 28.14504
H -3.21038 5.22228 28.17304
H -3.24543 7.88377 26.45347
H -3.28376 8.26478 24.01370
H -5.19635 8.82846 22.65309
H -5.38848 11.12349 21.85849
H -3.77100 12.13296 20.50617
H -1.80552 10.81458 19.74094
H -1.48435 8.38495 20.51845
H -3.04618 4.53645 19.64116
H -0.88978 3.71638 18.79133
H 1.12596 3.91844 20.17057
H 1.20702 5.54247 21.92660
H -0.76831 6.82923 22.49970
H -5.09786 2.70008 24.94911
H -7.00355 2.44659 26.51807
H -9.87962 2.82441 26.72560
H -9.86914 1.24812 25.78997
H -11.24136 3.83531 24.94829
H -11.58085 2.10578 24.63286
H -11.54806 2.84839 21.85110
H -9.87789 3.52644 20.14960
H -4.93897 2.22327 19.53385
H -4.60163 0.77599 17.69150
H -6.23300 0.54862 15.91146
H -8.35586 2.01638 16.02993
H -8.56176 3.63823 17.70188
H -7.40699 5.59669 17.00219
H -7.57175 8.19681 16.64387
H -9.50563 9.09723 17.96558
H -10.37635 8.06063 19.80811
H -9.67081 5.71791 20.44162
N 0.07251 -0.13685 17.94773
C -0.77675 -0.32517 19.11824
C -1.81498 0.70681 19.16571
O -1.93788 1.50345 18.08531
O -2.45423 0.94208 20.16910
H 0.62477 -0.93376 17.75469
H 0.74129 0.61175 18.13324
H -1.32091 1.24372 17.38811
H -0.30308 -0.15474 20.09734
H -1.16344 -1.30425 19.04850
Cl -4.76447 8.73552 16.98144
C -4.96436 6.98442 16.80762
Cl -5.59371 6.77756 15.20633
Cl -3.42813 6.15698 16.99271
C -5.86428 6.43749 17.96315
N -5.20591 6.25091 18.99476
I -11.59661 6.60575 27.52922
C -10.11623 6.76152 26.02829
C -10.27438 7.60281 24.97708
C -9.42747 7.68112 23.89841
C -8.30950 6.82908 23.87793
C -8.08509 6.01091 25.00585
C -8.94484 5.98353 26.07143
C -7.37855 6.74815 22.71196
O -7.52792 7.40840 21.67280
O -6.44164 5.89479 22.84148
H -11.20172 8.26297 24.97733
H -9.72895 8.36441 23.13462
H -7.19401 5.32225 24.98006
H -8.88137 5.31775 26.96565
```

The net charge is +2. Its LUMO energy (spin up / spin down) is -5.3 / -8.1 eV. The multiplicity is 5. The energy relative to the best compared isomer or geometry (same formula, charge and spin) comes out at 129.0 kJ/mol.